Record 1
The following is a DFT calculation (ωB97M-V with the def2-TZVPD basis set) of 9 unconnected molecules or ions with the total composition C24H57BF4O17P3 at a distorted geometry.

```
106
Properties=species:S:1:pos:R:3
B 3.948 -43.534 -8.801
F 3.121 -42.672 -8.015
F 3.323 -43.902 -10.031
F 5.233 -42.982 -8.981
F 4.005 -44.702 -8.061
C 8.185 -39.152 -6.835
C 6.840 -39.714 -6.233
O 6.432 -39.438 -5.138
C 6.019 -40.772 -7.016
H 8.071 -38.942 -7.655
H 9.002 -39.809 -6.501
H 8.291 -38.122 -6.255
H 5.102 -41.156 -6.555
H 6.821 -41.496 -7.312
H 5.729 -40.491 -8.069
C -0.442 -39.893 -5.610
C 0.921 -39.158 -5.771
O 1.186 -38.401 -4.908
C 1.824 -39.540 -6.976
H -0.765 -39.990 -6.657
H -0.845 -39.277 -4.842
H -0.445 -41.002 -5.222
H 2.820 -39.243 -6.798
H 1.468 -39.014 -8.007
H 1.807 -40.698 -7.103
C -0.901 -41.513 -11.244
C -1.301 -41.858 -9.832
O -2.462 -41.776 -9.500
C -0.358 -42.774 -8.991
H -0.131 -40.470 -11.018
H -1.799 -41.217 -11.884
H -0.263 -42.352 -11.709
H -0.382 -43.830 -9.139
H -0.835 -42.540 -7.900
H 0.722 -42.463 -9.287
C 1.500 -45.013 -12.802
C 0.909 -44.370 -13.995
O -0.237 -44.721 -14.326
C 1.663 -43.211 -14.653
H 1.355 -44.327 -11.883
H 2.385 -45.366 -13.084
H 1.070 -46.001 -12.301
H 2.409 -43.283 -15.615
H 2.293 -42.639 -13.992
H 0.538 -42.687 -14.771
C 3.718 -40.591 -11.265
C 3.229 -39.130 -11.094
O 2.211 -38.743 -11.492
C 4.123 -38.248 -10.319
H 4.946 -40.516 -11.500
H 3.037 -41.155 -11.897
H 3.648 -40.889 -10.192
H 3.387 -37.473 -9.723
H 4.638 -37.747 -11.038
H 4.571 -38.644 -9.534
C 7.326 -50.807 -7.288
O 7.735 -50.453 -8.623
P 7.380 -49.114 -9.234
O 6.099 -49.161 -9.921
O 7.053 -48.058 -8.018
C 5.812 -47.446 -7.866
O 8.538 -48.515 -10.182
C 8.548 -48.951 -11.610
H 7.698 -50.295 -6.441
H 7.270 -51.863 -7.069
H 6.251 -50.833 -7.379
H 5.831 -46.666 -8.583
H 5.706 -46.887 -6.987
H 5.009 -48.103 -8.050
H 7.886 -48.511 -12.135
H 8.421 -50.087 -11.582
H 9.526 -48.782 -11.882
C 3.607 -47.129 -10.583
O 3.335 -48.594 -10.492
P 3.719 -49.396 -11.769
O 3.507 -50.824 -11.575
O 2.419 -48.983 -12.777
C 1.251 -49.632 -12.681
O 4.978 -49.069 -12.732
C 4.965 -49.293 -14.210
H 3.082 -46.653 -9.844
H 3.373 -46.605 -11.450
H 4.682 -46.737 -10.252
H 0.605 -48.862 -12.921
H 1.027 -49.655 -11.609
H 1.184 -50.797 -13.124
H 4.520 -48.342 -14.829
H 4.357 -50.329 -14.492
H 5.912 -49.547 -14.342
C 5.274 -43.950 -4.905
O 3.956 -44.130 -5.231
P 3.054 -45.375 -4.746
O 3.375 -45.701 -3.374
O 1.405 -45.203 -4.886
C 0.798 -44.103 -5.648
O 3.240 -46.633 -5.742
C 2.188 -47.063 -6.568
H 5.671 -44.500 -5.623
H 5.371 -44.322 -3.979
H 5.857 -43.040 -5.240
H -0.083 -44.267 -6.226
H 1.467 -43.852 -6.517
H 0.487 -43.243 -4.872
H 1.289 -47.201 -6.047
H 2.385 -48.150 -6.842
H 1.981 -46.631 -7.416
```

Its largest force on an atom is 18.06 eV/Å. Its energy relative to the best compared isomer or geometry (same formula, charge and spin) is 103.9 kcal/mol. As for the molar mass: 797.43 g/mol. The HOMO energy is -0.2764 Eh. Its net charge is -1. The value obtained for the gap between HOMO and LUMO is 9.63 eV.

Record 2
The following is a DFT calculation (ωB97M-V with the def2-TZVPD basis set) of 3 unconnected molecules or ions with the total composition C24H57ClN10O9P2S at a distorted geometry.

```
104
Properties=species:S:1:pos:R:3
C 3.666 1.666 0.161
C 2.689 2.614 -0.529
C 2.146 3.621 0.512
C 1.603 1.927 -1.367
N 0.934 0.763 -0.715
C -0.179 1.035 0.034
N -0.692 2.230 0.247
C -1.796 2.079 1.002
C -2.729 3.158 1.460
O -4.068 2.826 1.207
C -4.344 2.511 -0.143
O -5.706 2.639 -0.361
C -6.459 1.566 0.221
C -6.538 0.371 -0.736
O -6.529 -0.838 0.022
N -1.966 0.811 1.279
C -3.176 0.238 2.132
O -3.211 0.733 3.232
O -3.844 -0.546 1.525
N -0.970 0.124 0.680
Cl -1.069 -1.538 0.879
S 1.613 -0.739 -0.981
C 0.466 -1.674 -1.973
O 2.778 -0.550 -1.794
O 1.898 -1.408 0.251
H 4.244 1.098 -0.565
H 3.212 1.021 0.914
H 4.399 2.286 0.684
H 3.283 3.202 -1.234
H 2.772 4.515 0.464
H 1.131 3.951 0.313
H 2.273 3.236 1.523
H 0.831 2.669 -1.572
H 1.978 1.627 -2.341
H -2.443 4.080 0.940
H -2.600 3.335 2.526
H -3.849 3.213 -0.823
H -4.061 1.475 -0.379
H -7.459 1.954 0.404
H -6.047 1.200 1.162
H -5.656 0.381 -1.380
H -7.466 0.377 -1.308
H -5.967 -1.474 -0.423
H 0.259 -2.627 -1.500
H 0.920 -1.814 -2.950
H -0.438 -1.084 -2.120
O -6.408 -2.239 -3.282
P -5.495 -3.200 -3.967
N -4.087 -2.230 -4.138
C -3.036 -2.417 -5.115
C -3.483 -1.918 -2.845
N -6.330 -3.350 -5.487
C -5.806 -2.735 -6.695
C -7.759 -3.049 -5.393
N -4.726 -4.756 -4.093
C -5.125 -5.728 -5.114
C -4.758 -5.430 -2.767
H -2.407 -3.299 -4.920
H -2.388 -1.537 -5.106
H -3.415 -2.489 -6.128
H -2.936 -2.791 -2.451
H -4.234 -1.630 -2.110
H -2.779 -1.086 -2.922
H -5.621 -1.659 -6.581
H -6.517 -2.876 -7.511
H -4.892 -3.221 -7.041
H -7.965 -1.974 -5.389
H -8.195 -3.476 -4.493
H -8.273 -3.495 -6.248
H -6.201 -5.885 -5.179
H -4.657 -6.685 -4.872
H -4.740 -5.442 -6.090
H -5.770 -5.738 -2.488
H -4.389 -4.754 -1.990
H -4.113 -6.307 -2.766
O 5.509 3.225 4.112
P 6.534 2.277 4.638
N 7.638 2.258 3.314
C 8.583 1.194 3.047
C 8.282 3.550 3.097
N 5.581 0.820 4.674
C 5.763 -0.228 3.684
C 4.146 1.077 4.806
N 7.712 1.709 5.802
C 7.491 0.488 6.578
C 8.040 2.807 6.750
H 9.420 1.162 3.759
H 9.001 1.340 2.049
H 8.117 0.216 3.028
H 9.046 3.768 3.860
H 7.545 4.353 3.113
H 8.768 3.574 2.120
H 5.682 0.148 2.655
H 5.013 -1.009 3.822
H 6.710 -0.757 3.797
H 3.680 1.360 3.855
H 3.950 1.869 5.524
H 3.655 0.174 5.174
H 6.507 0.432 7.044
H 8.242 0.445 7.369
H 7.652 -0.394 5.962
H 7.204 3.036 7.419
H 8.288 3.719 6.200
H 8.909 2.546 7.353
```

Its largest force on an atom is 6.18 eV/Å. Its energy relative to the best compared isomer or geometry (same formula, charge and spin) is 0.0 kcal/mol. As for the molar mass: 759.25 g/mol. The HOMO energy is -0.3150 Eh. The value obtained for the gap between HOMO and LUMO is 8.31 eV.

Record 3
The following is a DFT calculation (ωB97M-V with the def2-TZVPD basis set) of 6 unconnected molecules or ions with the total composition C24H57I2N16O14P2S at a distorted geometry.

```
116
Properties=species:S:1:pos:R:3
C -1.306 -3.862 -0.065
N -0.674 -2.494 -0.337
N 0.757 -2.654 -0.410
C -1.027 -1.593 0.892
N -1.022 -2.545 2.035
C 0.047 -0.542 1.359
C 1.070 0.293 0.593
C 2.118 0.721 1.651
C 3.259 -0.283 1.816
O 4.495 0.184 1.268
C 4.884 -0.337 0.105
O 5.649 0.218 -0.657
C -2.538 -1.099 0.794
C -2.878 0.413 0.921
C -2.162 1.656 0.400
C -2.970 2.872 0.946
C -2.151 3.874 1.753
N -1.008 4.470 1.064
C -1.256 5.247 -0.077
N -0.555 5.266 -1.140
N -2.355 6.141 0.028
C -3.384 -1.709 1.939
C -4.866 -1.347 1.981
O -5.432 -1.307 3.060
O -5.554 -1.169 0.827
O -3.225 -1.701 -0.339
C -2.761 -1.813 -1.629
S -3.294 -0.203 -2.449
C -3.683 -2.855 -2.314
C -3.745 -4.278 -1.805
O -3.226 -5.237 -2.304
I -5.049 -4.611 -0.092
C -1.179 -2.068 -1.729
I -0.617 -3.452 -3.314
P -0.420 -0.574 -2.620
P 1.708 -0.664 -3.148
O 1.707 -0.637 -4.628
O 2.571 -1.863 -2.585
O 2.253 0.685 -2.551
H -1.308 -4.408 -0.998
H -0.693 -4.410 0.635
H -2.320 -3.761 0.284
H 0.942 -3.524 -0.899
H 1.105 -2.757 0.537
H -0.116 -3.001 2.094
H -1.037 -1.977 2.876
H -0.526 0.135 1.994
H 0.674 -1.069 2.076
H 0.713 1.197 0.124
H 1.594 -0.272 -0.155
H 2.571 1.662 1.356
H 1.639 0.785 2.624
H 3.009 -1.253 1.381
H 3.445 -0.433 2.874
H 4.509 -1.353 -0.061
H -2.997 0.587 1.988
H -3.867 0.488 0.477
H -1.155 1.788 0.763
H -2.162 1.756 -0.678
H -3.496 3.381 0.139
H -3.748 2.494 1.610
H -2.799 4.700 2.034
H -1.826 3.429 2.691
H -0.254 3.816 0.923
H 0.199 4.582 -1.118
H -3.253 5.694 -0.058
H -2.314 6.704 0.864
H -3.359 -2.792 1.894
H -3.042 -1.349 2.901
H -6.021 -0.326 0.868
H -3.601 -0.660 -3.664
H -4.679 -2.457 -2.133
H -3.535 -2.845 -3.388
H -0.453 0.485 -1.717
H 3.309 -2.038 -3.188
H 1.854 1.424 -3.090
C -3.398 0.898 4.998
O -2.729 0.538 4.026
N -2.939 1.842 5.867
N -4.620 0.374 5.260
H -3.457 2.152 6.668
H -2.034 2.234 5.692
H -4.952 -0.360 4.653
H -5.175 0.649 6.048
C 0.260 -2.840 -7.276
O 0.268 -3.689 -6.390
N -0.288 -3.097 -8.504
N 0.782 -1.597 -7.099
H -0.305 -2.429 -9.250
H -0.672 -4.010 -8.656
H 1.159 -1.362 -6.189
H 0.784 -0.901 -7.820
C 9.303 0.790 0.813
O 8.867 0.160 1.763
N 10.643 1.044 0.663
N 8.494 1.286 -0.170
H 11.027 1.557 -0.106
H 11.258 0.690 1.370
H 7.509 1.110 -0.080
H 8.832 1.801 -0.958
C 2.653 -0.831 5.828
O 1.976 -1.140 4.853
N 3.988 -1.099 5.900
N 2.116 -0.197 6.909
H 4.560 -0.853 6.686
H 4.412 -1.568 5.122
H 1.136 0.008 6.885
H 2.649 0.064 7.717
C 0.130 2.781 -4.561
O 0.865 2.410 -3.635
N -0.659 1.868 -5.191
N 0.075 4.064 -4.972
H -1.277 2.028 -5.962
H -0.540 0.950 -4.812
H 0.634 4.731 -4.472
H -0.518 4.379 -5.715
```

Its largest force on an atom is 1.78 eV/Å. As for the molar mass: 1141.64 g/mol. The HOMO energy is -0.3969 Eh. Its net charge is +1. The value obtained for the gap between HOMO and LUMO is 8.29 eV.

Record 4
The following is a DFT calculation (ωB97M-V with the def2-TZVPD basis set) of 4 unconnected molecules or ions with the total composition C24H57O13P at a distorted geometry.

```
95
Properties=species:S:1:pos:R:3
C -4.323 -2.427 -6.481
O -3.692 -2.015 -5.303
C -2.600 -1.118 -5.459
C -1.981 -0.507 -4.152
O -1.410 0.748 -4.399
C -0.140 0.788 -5.105
C 0.486 2.213 -5.210
O -0.182 2.950 -6.257
C -1.487 3.523 -6.006
H -5.005 -3.215 -6.163
H -3.730 -2.880 -7.275
H -4.924 -1.677 -6.996
H -2.799 -0.338 -6.194
H -1.921 -1.819 -5.944
H -1.318 -1.150 -3.573
H -2.865 -0.216 -3.584
H -0.343 0.410 -6.107
H 0.473 0.018 -4.638
H 1.535 2.003 -5.418
H 0.484 2.674 -4.222
H -2.263 2.812 -6.291
H -1.579 4.466 -6.545
H -1.730 3.751 -4.968
C -3.005 5.278 -1.028
O -2.672 3.946 -0.834
C -2.646 3.412 0.507
C -2.472 1.834 0.511
O -1.120 1.337 0.421
C -0.497 1.404 -0.946
C 0.997 1.216 -0.913
O 1.756 2.035 -1.859
C 1.785 3.384 -1.566
H -3.011 5.709 -2.029
H -2.376 5.811 -0.315
H -3.995 5.448 -0.604
H -3.704 3.578 0.710
H -2.144 3.945 1.315
H -3.027 1.346 -0.290
H -2.811 1.433 1.467
H -0.709 2.304 -1.523
H -0.903 0.574 -1.525
H 1.232 0.175 -1.135
H 1.362 1.245 0.113
H 2.468 3.519 -0.727
H 0.784 3.777 -1.744
H 2.286 3.911 -2.379
C 4.743 -8.451 -2.070
O 3.908 -7.388 -2.312
C 3.236 -7.023 -1.130
C 2.728 -5.590 -1.317
O 3.737 -4.565 -0.935
C 3.172 -3.245 -0.876
C 4.430 -2.204 -0.724
O 4.032 -0.818 -0.687
C 3.823 -0.273 -2.004
H 5.722 -8.260 -1.631
H 5.327 -8.723 -2.949
H 4.264 -9.321 -1.620
H 3.876 -7.084 -0.250
H 2.361 -7.650 -0.958
H 1.807 -5.534 -0.735
H 2.587 -5.401 -2.381
H 2.463 -3.176 -0.051
H 2.614 -2.943 -1.763
H 5.011 -2.534 -1.585
H 4.948 -2.423 0.210
H 2.906 -0.635 -2.468
H 4.749 -0.538 -2.513
H 3.766 0.816 -1.988
C -1.179 3.191 9.688
C -0.511 2.941 8.287
O -0.898 1.620 7.879
P -0.065 0.831 6.841
O 1.311 0.451 7.239
O -1.165 -0.389 6.466
C -1.492 -1.345 7.463
C -2.693 -2.203 6.869
O -0.191 1.770 5.508
C 0.011 1.323 4.183
C 0.192 2.534 3.344
H -0.513 2.767 10.439
H -1.261 4.272 9.802
H -2.229 2.905 9.628
H -0.768 3.731 7.582
H 0.561 2.932 8.485
H -0.725 -2.045 7.796
H -1.955 -0.833 8.306
H -2.989 -3.060 7.473
H -3.613 -1.621 6.806
H -2.479 -2.448 5.829
H 0.817 0.591 4.152
H -0.909 0.755 4.045
H 0.108 2.404 2.265
H -0.781 3.026 3.353
H 0.945 3.248 3.677
```

Its largest force on an atom is 3.16 eV/Å. Its energy relative to the best compared isomer or geometry (same formula, charge and spin) is 16.1 kcal/mol. As for the molar mass: 584.68 g/mol. The HOMO energy is -0.3517 Eh. The value obtained for the gap between HOMO and LUMO is 10.18 eV.

Q: Which formula does entry 1 have?
A: C24H57BF4O17P3

Q: The lowest HOMO belongs to which entry?
A: C24H57I2N16O14P2S

Q: Among the records above, which one has the highest HOMO?
A: C24H57BF4O17P3

Q: Look up the HOMO of the third one.
A: -0.3969 Eh